Formula: C42H80B8F32N9O5
Source: the OMol25 dataset
Level of theory: ωB97M-V/def2-TZVPD

Each line ends with the Löwdin spin population.
Cartesian coordinates (Å):
C 4.24486 1.60067 2.15325  0.00
C 4.57521 1.50418 3.65658  0.00
O 5.47500 0.87645 4.07359  0.00
N 3.71281 2.20228 4.61880  0.00
H 2.79288 2.21863 4.20220  0.00
H 3.66889 1.69594 5.49161  0.00
C 4.09137 3.65434 4.73600  0.00
H 4.90099 1.04630 1.48224  0.00
H 4.50676 2.61823 1.86327  0.00
H 3.24828 1.29681 1.83293  0.00
H 4.95289 3.72266 5.40024  0.00
H 3.18404 4.08133 5.16324  0.00
H 4.23497 4.15422 3.77808  0.00
C 7.02394 2.07218 -5.34890  0.00
C 5.59495 2.51793 -5.48583  0.00
O 4.68639 2.35270 -4.68336  0.00
N 5.38134 3.60254 -6.64929  0.00
H 5.93678 4.44053 -6.55257  0.00
H 5.65254 3.12425 -7.49651  0.00
C 3.86527 3.99349 -6.69667  0.00
H 7.29248 1.67355 -6.32721  0.00
H 7.15059 1.24178 -4.65428  0.00
H 7.72238 2.82394 -4.98128  0.00
H 3.16164 3.16170 -6.66291  0.00
H 3.73861 4.57690 -7.60864  0.00
H 3.60588 4.62270 -5.84525  0.00
C -5.03851 -2.28982 4.50408  0.00
N -4.03261 -2.70972 5.51301  0.04
C -3.35602 -3.85461 5.40378  0.01
C -2.43366 -4.28704 6.42690  0.04
C -2.14224 -3.49754 7.53484  0.04
C -2.88499 -2.33885 7.61088  0.03
C -3.78165 -1.90077 6.61061  0.00
C -1.16923 -3.95009 8.58716  0.24
C -0.13043 -3.07133 9.20971  0.04
C 0.69798 -3.63608 10.22483  0.11
N 0.46734 -4.91207 10.60959  0.20
C -0.41641 -5.76545 9.99890  0.16
C -1.35518 -5.22358 9.15625  0.04
C 1.42699 -5.39902 11.59174  0.01
H -5.99771 -2.62109 4.90195  0.00
H -4.91550 -2.85029 3.57735  0.00
H -5.18438 -1.21532 4.39327  0.00
H -3.59649 -4.30524 4.45220  0.00
H -1.96732 -5.25194 6.29311  0.00
H -2.81059 -1.90098 8.59533  0.00
H -4.41205 -1.03409 6.74425  0.00
H 0.04653 -2.04553 8.92191  0.00
H 1.42920 -3.04022 10.75081  0.01
H -0.49647 -6.77610 10.37114  0.01
H -2.23250 -5.82032 8.95475  0.00
H 2.37717 -4.96427 11.28152  0.01
H 1.38575 -6.48675 11.64877  0.00
H 1.34909 -4.93519 12.57504  0.01
C -1.43622 0.13767 4.59388  0.00
N -1.20765 0.16048 3.12535  0.00
C -1.91046 1.03584 2.37920  0.00
C -1.67445 1.23892 1.01257  0.00
C -0.62829 0.53145 0.44569  0.00
C 0.04912 -0.42359 1.17112  0.00
C -0.21738 -0.55494 2.53933  0.00
C -0.34148 0.78735 -0.93276  0.00
C -1.28771 0.65709 -1.96350  0.00
C -1.01845 0.90105 -3.28487  0.00
N 0.28117 1.14737 -3.65903  0.00
C 1.22941 1.24916 -2.71787  0.00
C 0.92719 1.06337 -1.35436  0.00
C 0.64353 1.34184 -5.09881  0.00
H -0.98270 -0.75835 5.01763  0.00
H -2.49762 0.18782 4.83683  0.00
H -0.84926 0.91297 5.08630  0.00
H -2.63790 1.59621 2.94773  0.00
H -2.29562 1.99049 0.54815  0.00
H 0.70844 -1.10521 0.65431  0.00
H 0.25121 -1.37891 3.05692  0.00
H -2.30212 0.43381 -1.66766  0.00
H -1.83184 0.84413 -3.99306  0.00
H 2.24502 1.35594 -3.06935  0.00
H 1.64855 1.34210 -0.60046  0.00
H -0.15694 1.79830 -5.68103  0.00
H 1.06561 0.37885 -5.38621  0.00
H 1.31132 2.20325 -5.11017  0.00
C 0.96750 5.10239 -0.65423  0.00
C 2.41089 5.35691 -1.02464  0.00
C 3.41107 4.27077 -0.54025  0.00
O 3.34150 3.19952 -1.43791  0.00
C 4.50549 2.28585 -1.34694  0.00
N 2.41587 5.66559 -2.54109  0.00
H 2.03839 6.59878 -2.62344  0.00
H 3.38497 5.69923 -2.82358  0.00
H 1.82084 5.07210 -3.10128  0.00
H 0.31258 5.91191 -0.97652  0.00
H 0.83843 4.86771 0.40235  0.00
H 0.49214 4.19732 -1.03236  0.00
H 2.64339 6.31024 -0.55008  0.00
H 3.38796 3.95317 0.50220  0.00
H 4.38174 4.75981 -0.62243  0.00
H 4.27626 1.28138 -1.70271  0.00
H 4.82104 2.10827 -0.31884  0.00
H 5.32334 2.63177 -1.97905  0.00
C 0.34347 0.14339 -8.48826  0.00
C -0.44595 -1.21681 -8.27595  0.00
C -1.76148 -1.14728 -7.36414  0.00
O -2.29124 -2.43164 -7.08880  0.00
C -2.40782 -2.69141 -5.70909  0.00
N -0.87844 -1.78614 -9.64990  0.00
H -0.06411 -1.94393 -10.22615  0.00
H -1.37093 -2.66793 -9.65077  0.00
H -1.49167 -1.12653 -10.10703  0.00
H 0.84174 0.49254 -7.58387  0.00
H -0.27198 0.96318 -8.85875  0.00
H 1.18550 0.04563 -9.17348  0.00
H 0.27945 -1.93431 -7.89241  0.00
H -2.49036 -0.44480 -7.76830  0.00
H -1.65412 -0.58754 -6.43502  0.00
H -1.47050 -2.72350 -5.15367  0.00
H -3.02000 -3.58532 -5.58968  0.00
H -2.93948 -1.96902 -5.08975  0.00
C -4.59782 -2.77092 -1.15615  0.00
C -3.48453 -3.88517 -1.27866  0.00
C -2.21108 -3.36433 -2.01445  0.00
O -1.07984 -4.18427 -1.60723  0.00
C 0.19879 -3.71878 -2.10813  0.00
N -3.13277 -4.41270 0.12329  0.00
H -3.88845 -4.54824 0.77955  0.00
H -2.71293 -5.32623 0.02684  0.00
H -2.48574 -3.82106 0.62472  0.00
H -5.05592 -2.68122 -2.14113  0.00
H -4.08387 -1.84746 -0.88935  0.00
H -5.41947 -3.02357 -0.48595  0.00
H -3.80254 -4.86904 -1.62358  0.00
H -2.10451 -2.35576 -1.61505  0.00
H -2.26307 -3.53016 -3.09050  0.00
H 0.87979 -4.48453 -1.73669  0.00
H 0.39740 -2.72166 -1.71520  0.00
H 0.28974 -3.50714 -3.17352  0.00
B -5.45976 1.15690 0.90432  0.00
F -5.35290 0.62893 2.16305  0.00
F -4.79345 2.34428 0.88044  0.00
F -4.88760 0.25421 0.14390  0.00
F -6.81556 1.35834 0.66850  0.00
B -1.24538 -3.75393 2.62542  0.00
F -0.58761 -3.27551 3.77384  0.00
F -1.52890 -5.05853 2.67026  0.00
F -2.53057 -3.11331 2.54265  0.00
F -0.49809 -3.51238 1.58793  0.00
B -4.60573 2.11819 5.67139  0.00
F -3.71713 1.57308 6.60129  0.00
F -3.91953 2.90844 4.82030  0.00
F -5.25678 1.09502 5.01568  0.00
F -5.49445 2.92980 6.28701  0.00
B 3.40304 -1.88965 0.54764  0.00
F 3.26431 -1.25474 -0.64688  0.00
F 2.83163 -1.09555 1.50441  0.00
F 2.83527 -3.16625 0.31531  0.00
F 4.77579 -1.95722 0.86861  0.00
B 2.22533 -2.40281 -5.17471  0.00
F 1.98135 -1.68392 -4.06937  0.00
F 1.08187 -3.05133 -5.57065  0.00
F 2.51393 -1.53679 -6.19463  0.00
F 3.25227 -3.24671 -4.95878  0.00
B -4.08717 1.27488 -4.75163  0.00
F -3.53201 0.74505 -5.82957  0.00
F -4.09908 0.30658 -3.80028  0.00
F -3.36943 2.30106 -4.42449  0.00
F -5.32894 1.77353 -5.00166  0.00
B 0.66056 3.57914 3.63580  0.00
F 0.82139 2.35678 4.25035  0.00
F 0.87267 4.47034 4.58044  0.00
F 1.66344 3.61993 2.67202  0.00
F -0.56621 3.71874 3.02845  0.00
B -0.64625 5.23454 -4.10887  0.00
F 0.47516 4.57667 -4.67852  0.00
F -1.72366 5.19392 -4.96670  0.00
F -0.92020 4.55157 -3.00778  0.00
F -0.31205 6.45265 -3.81614  0.00

Results
HOMO (alpha / beta) (eV): -5.841 / -8.370
2S+1: 2
Frontier orbital gap (alpha / beta) (eV): 2.61 / 5.14


Formula: C4H9N3
Source: the OMol25 dataset
Level of theory: ωB97M-V/def2-TZVPD

Each line ends with the natural charge from an NBO analysis.
Cartesian coordinates (Å):
C 1.82068 -0.46964 0.29673  0.33
C -0.45138 0.36224 0.88500  0.71
C -0.20572 0.36570 -0.57923  -0.22
C -1.14775 -0.31909 -1.57803  -0.63
N 1.18919 -0.17371 -0.75975  -0.51
N 1.42205 -0.39704 1.46540  -0.51
N -1.28743 0.72838 1.73630  -0.66
H 2.90551 -0.84885 0.27908  0.30
H -0.03588 1.51950 -0.82376  0.34
H -1.60885 -1.18472 -1.16573  0.26
H -0.55624 -0.56225 -2.50185  0.27
H -1.92781 0.40439 -2.04385  0.29
H 1.55303 -0.40498 -1.75261  0.50
H 1.98865 -0.50621 2.40533  0.52
H -2.33966 1.01726 1.42128  0.51
H -1.31837 0.46902 2.71569  0.50

Results
HOMO (eV): -19.845
2S+1: 1
Charge: +2
Frontier orbital gap (eV): 9.00
Energy above the lowest of the compared OMol25 structures with the same formula, charge and spin (kcal per mole): 78.1


Formula: C2H4N4O
Source: the OMol25 dataset
Level of theory: ωB97M-V/def2-TZVPD

Each line ends with the natural charge from an NBO analysis.
Cartesian coordinates (Å):
N 2.11036 0.32574 -0.10529  -0.81
C 0.80624 0.00343 0.08271  0.48
N 0.39229 -1.23486 -0.09013  -0.40
N -0.91380 -1.15540 0.44319  -0.43
C -1.20019 0.14924 0.36188  0.69
O -2.36466 0.52407 -0.15665  -0.65
N -0.15047 0.93224 0.42994  -0.60
H 2.65407 -0.37415 -0.58214  0.40
H 2.43253 1.27428 -0.06632  0.40
H -1.59511 -1.85231 0.18779  0.40
H -2.17127 1.40771 -0.50497  0.51

Results
HOMO (eV): -8.277
2S+1: 1
Frontier orbital gap (eV): 9.02
Energy above the lowest of the compared OMol25 structures with the same formula, charge and spin (kcal per mole): 28.5


What did we get for E? Answer: -160907.591, -8742.364, -10145.898 eV, in the order shown.